C35H38N6O11SSc | ωB97M-V/def2-TZVPD

The geometry in ORCA input format:
```
! wB97M-V def2-TZVPD RIJCOSX def2/J DEFGRID3
* xyz -1 1
Sc 1.074 -0.044 0.618
O -1.376 3.566 1.382
C -0.511 2.715 1.051
O -0.724 1.537 0.566
C 0.853 3.166 1.097
C 1.203 4.503 1.494
C 2.539 4.833 1.458
C 3.527 3.952 1.038
C 3.066 2.639 0.675
N 1.822 2.320 0.760
C 3.958 1.399 0.408
O 5.180 1.328 0.597
O 3.246 0.384 0.032
H 0.397 5.165 1.855
H 2.826 5.818 1.789
H 4.644 4.096 1.096
N -0.818 -1.126 1.553
C -1.161 -0.341 2.787
C -2.293 -0.839 3.682
C -3.688 -0.285 3.211
C -3.666 1.260 2.980
N -3.384 1.820 1.620
C -4.069 1.597 0.528
N -3.364 1.797 -0.653
N -5.327 1.140 0.579
C 0.162 -0.105 3.497
O 0.181 0.075 4.731
O 1.105 0.049 2.686
H -1.616 -1.202 0.948
H -0.421 -2.043 1.818
H -1.405 0.697 2.493
H -1.997 -0.415 4.640
H -2.333 -1.938 3.903
H -4.363 -0.471 4.108
H -4.261 -0.710 2.405
H -3.049 1.771 3.740
H -4.649 1.655 3.291
H -2.552 2.481 1.559
H -2.359 1.623 -0.477
H -3.760 1.438 -1.542
H -5.868 1.303 1.470
H -5.907 1.090 -0.263
C 2.669 3.473 -3.292
C 1.262 3.051 -3.607
C 0.130 3.748 -3.177
C -1.130 3.261 -3.464
C -1.321 2.048 -4.038
C -0.160 1.263 -4.410
N -0.346 -0.009 -4.964
C 0.243 -1.207 -4.649
C 0.813 -2.082 -5.616
C 1.445 -3.187 -5.220
C 1.583 -3.482 -3.837
C 1.046 -2.655 -2.892
C 0.280 -1.564 -3.301
C -0.440 -0.755 -2.287
O -1.590 -0.315 -2.459
O 0.318 -0.443 -1.277
C 1.101 1.824 -4.272
C 2.430 1.173 -4.658
H 2.570 4.393 -2.681
H 3.116 3.820 -4.269
H 3.365 2.759 -2.844
H 0.272 4.550 -2.489
H -2.009 3.800 -3.090
H -2.283 1.570 -4.245
H -1.250 -0.140 -5.454
H 0.871 -1.746 -6.645
H 1.833 -3.872 -5.956
H 2.173 -4.358 -3.676
H 1.177 -2.773 -1.811
H 3.012 1.021 -3.739
H 2.960 1.872 -5.292
H 2.199 0.290 -5.223
C -1.378 -4.550 4.985
C -0.219 -4.497 4.014
C 0.010 -5.380 2.961
C 0.945 -5.133 1.963
C 1.821 -4.045 2.141
C 1.710 -3.142 3.240
C 0.648 -3.407 4.107
S 2.628 -3.230 0.754
O 3.937 -2.835 1.195
O 2.521 -4.111 -0.397
O 1.732 -2.025 0.599
H -2.275 -5.059 4.536
H -1.617 -3.535 5.356
H -0.983 -5.090 5.820
H -0.565 -6.319 2.953
H 1.032 -5.774 1.070
H 2.297 -2.232 3.421
H 0.553 -2.660 4.915
*
```

The molecular weight is 795.74 g mol⁻¹. The highest occupied orbital energy is -5.19 eV. The value obtained for the LUMO energy is 0.05632 hartree. The calculation puts the orbital gap at 6.7 eV. The total energy is -3672.01752 Ha.